19
Properties=species:S:1:pos:R:3 method="wB97M-V/def2-TZVPD" energy_ha=-459.5686 homo_ev=-10.2 homo_lumo_gap_ev=10.6
C 1.56 0.46 -2.08
C 1.76 0.17 -0.60
O 1.61 1.03 0.24
H 0.59 0.19 -2.50
H 2.33 -0.23 -2.45
H 1.94 1.45 -2.33
H 2.11 -0.83 -0.35
O 0.22 -2.56 0.26
H -0.03 -3.25 -0.37
H -0.54 -1.96 0.14
O -0.30 0.78 2.63
H -1.13 0.44 3.01
H -0.69 0.73 1.72
O -0.91 1.70 0.04
H -1.48 2.30 0.56
H 0.05 1.79 0.18
O -2.44 -1.05 0.43
H -2.54 -0.95 1.38
H -2.10 -0.21 0.10